[1]
The following is a quantum chemistry calculation of a 2-piece molecular cluster, C3H3N2P overall in a non-equilibrium geometry, from OMol25.

```
9
Properties=species:S:1:pos:R:3:forces:R:3
C -1.0000 -1.0902 0.6270 0.2 0.5 -0.9
C -0.7691 0.7271 -1.0357 0.0 1.3 -0.4
C -0.2036 -0.1344 -0.0901 -0.2 -1.0 0.7
N -1.6129 -1.9737 1.0385 0.0 0.0 0.4
N -0.9923 1.6186 -1.7427 -0.2 -0.7 0.0
P 1.5041 -0.6596 -0.4434 0.3 -1.1 2.5
H -0.9261 1.6567 1.2928 0.2 -0.3 0.0
H 1.9975 -0.7231 1.0343 -0.7 0.1 -2.1
H 2.0023 0.5786 -0.6806 0.5 1.2 -0.3
```
Positions in Å, forces in eV/Å.

The value obtained for the energy above the lowest of the compared OMol25 structures with the same formula, charge and spin is 444.8 kJ/mol. For the energy, the calculation gives -566.77395 Eh. The spin multiplicity is 1. The HOMO-LUMO gap (alpha / beta) comes out at 0.3091 / 0.3172 Ha.

[2]
The following is a quantum chemistry calculation of a 2-piece molecular cluster, C2H2O2S2 overall in a non-equilibrium geometry, from OMol25.

```
8
Properties=species:S:1:pos:R:3:forces:R:3
C -0.2211 1.5280 -1.0430 0.4 -0.6 0.4
C -0.1266 0.3559 -0.1797 -1.2 -0.4 -0.9
O 2.5128 -1.0041 -0.7627 0.4 0.2 -0.3
O 3.7772 -0.0187 1.0563 0.1 0.4 -0.1
S 1.0814 1.7015 0.0187 0.5 1.3 0.3
S 3.3994 0.0476 -0.3279 -0.3 -0.8 0.3
H -0.8538 0.2418 0.6149 0.1 0.0 0.2
H 0.2873 -0.5696 -0.5718 0.1 0.0 0.1
```
Positions in Å, forces in eV/Å.

The value obtained for the energy above the lowest of the compared OMol25 structures with the same formula, charge and spin is 204.4 kJ/mol. For the energy, the calculation gives -1024.06574 Eh. The spin multiplicity is 3. The HOMO-LUMO gap (alpha / beta) comes out at 0.2673 / 0.2978 Ha.

[3]
The following is a quantum chemistry calculation of one molecule with the formula C3H5NOS in a non-equilibrium geometry, from OMol25.

```
11
Properties=species:S:1:pos:R:3:forces:R:3
C -2.0493 -1.5956 -0.2984 -0.1 1.6 0.9
C -1.1359 -0.8252 -0.0935 1.7 -0.4 -0.3
S 0.5805 -0.2392 -0.1418 1.5 -2.2 2.5
C 0.3635 1.4039 0.6759 -1.5 -2.3 -0.1
N 0.8297 -0.3696 -1.6369 -0.2 0.5 0.6
O 1.5004 -0.9677 0.8493 -2.8 1.9 -2.6
H -3.0808 -1.8242 -0.1987 -0.2 -0.7 -0.3
H -0.4111 1.2383 1.4615 -0.1 0.6 -1.3
H 1.1864 1.5476 1.2576 2.8 -0.1 1.5
H 0.4151 2.1931 -0.0181 -1.2 0.9 -0.9
H 1.8015 -0.5615 -1.8568 0.1 0.2 0.2
```
Positions in Å, forces in eV/Å.

The value obtained for the energy above the lowest of the compared OMol25 structures with the same formula, charge and spin is 554.1 kJ/mol. For the energy, the calculation gives -645.30062 Eh. The spin multiplicity is 1. The HOMO-LUMO gap comes out at 0.3915 Ha.

[4]
The following is a quantum chemistry calculation of one molecule with the formula C3H2N2OS2 in a non-equilibrium geometry, from OMol25.

```
10
Properties=species:S:1:pos:R:3:forces:R:3
N -1.4515 -1.5317 -2.7206 0.4 0.6 1.0
C -1.1100 -0.8359 -1.8595 0.1 1.0 0.3
C -0.7426 0.2536 -0.8672 -1.1 -0.3 -2.0
S -1.3713 1.7465 -1.0307 0.3 -0.8 0.0
C 0.1987 -0.1389 0.1760 0.1 -1.8 -0.4
S 0.9097 -1.6443 0.1880 0.1 0.1 -0.1
N 0.4086 0.6938 1.1411 0.4 0.5 1.4
O 1.1500 0.2791 2.2128 2.1 -1.5 -2.0
H 0.2042 1.6778 1.0735 -0.2 0.2 0.2
H 1.8040 -0.5000 1.6866 -2.2 1.9 1.6
```
Positions in Å, forces in eV/Å.

The value obtained for the energy above the lowest of the compared OMol25 structures with the same formula, charge and spin is 262.7 kJ/mol. For the energy, the calculation gives -1096.52893 Eh. The spin multiplicity is 1. The HOMO-LUMO gap comes out at 0.2566 Ha.